# 1
ORCA calculation (wB97M-V/def2-TZVPD) on a 2-piece molecular cluster, C8H16N3 overall in a non-equilibrium geometry.

The total energy comes out at -478.2628 Ha. Its energy above the lowest of the compared OMol25 structures with the same formula, charge and spin is 505.1 kJ/mol. Its LUMO energy (alpha / beta) is -0.1285 / -0.1137 Eh. For the strongest force on any atom, the calculation gives 0.09552 Eh/bohr. The orbital gap (alpha / beta) is 7.3 / 8.1 eV.

Structure (ORCA input):
```
! wB97M-V def2-TZVPD RIJCOSX def2/J DEFGRID3
* xyz 1 1
N -3.0542 -0.9375 -1.1066
N -1.3725 0.5523 -0.4946
N -0.9059 -1.3103 -1.7682
C 0.3971 2.4797 -0.8540
C -0.0179 1.0784 -0.5192
C 0.3359 -1.4639 1.4229
C 1.8015 -1.3091 0.9306
C 1.0351 -0.2329 1.4738
C 1.2157 0.6158 2.5330
C -1.7651 -0.5581 -1.1300
C 0.8686 1.2610 -1.6668
H -0.3927 -1.7534 0.7460
H 1.0858 3.0430 -0.1969
H -2.0069 1.1160 0.1273
H -3.6737 -0.7327 -0.3119
H 0.1946 1.1970 -2.5610
H -0.1572 3.2532 -1.4848
H 1.7176 0.2228 3.3706
H 0.3879 -1.9600 2.4386
H 0.0344 -1.0393 -1.8790
H -1.1787 -2.2233 -2.2600
H 1.9502 1.0680 -1.7712
H 1.9467 -1.5123 -0.0885
H 0.3578 1.0030 3.0801
H 2.6920 -1.6718 1.4939
H 1.8367 1.4693 2.2907
H -3.3326 -1.6549 -1.8149
*
```

Quick look at the Mulliken charges, all values in e:
1 N -0.4897
2 N 0.0162
3 N -0.3156
4 C -0.7847
5 C 0.0756
6 C -0.6814
7 C -0.8184
8 C 1.3225
9 C -1.6414
10 C 0.6523
11 C -0.7704
12 H 0.2738
13 H 0.2348
14 H 0.2782
15 H 0.2328
16 H 0.3063
17 H 0.2589
18 H 0.5143
19 H 0.2856
20 H 0.2045
21 H 0.2607
22 H 0.2694
23 H 0.1813
24 H 0.3230
25 H 0.2581
26 H 0.3324
27 H 0.2209

# 2
ORCA calculation (wB97M-V/def2-TZVPD) on a 2-piece molecular cluster, C26H27O2Si overall in a non-equilibrium geometry.

The total energy comes out at -1446.6376 Ha. Its energy above the lowest of the compared OMol25 structures with the same formula, charge and spin is 118.4 kJ/mol. Its LUMO energy is -0.2133 Eh. For the strongest force on any atom, the calculation gives 0.03128 Eh/bohr. The orbital gap is 5.1 eV.

Structure (ORCA input):
```
! wB97M-V def2-TZVPD RIJCOSX def2/J DEFGRID3
* xyz 1 1
Si 2.2421 -7.2993 -6.0007
O -2.9969 -0.0401 1.7789
O 1.7387 -6.0649 -3.5254
C 4.8816 -4.2316 0.4038
C 4.3249 -2.6728 2.1779
C 2.9819 -2.7586 1.8403
C -1.1489 -2.8177 0.2537
C -4.7812 -0.8825 3.1372
C -3.5411 -0.2390 3.0581
C 0.2146 -2.4854 0.5363
C 3.5507 -4.2668 0.0088
C 2.1892 -9.1094 -5.5428
C -0.0014 -5.6484 -4.8917
C -1.9326 -0.8448 1.3772
C -4.5636 -0.9002 5.5505
C -2.1983 -2.0118 0.6419
C 1.2547 -3.3634 0.1239
C -5.2666 -1.2487 4.3921
C -0.2474 -5.0111 -3.6440
C -0.6157 -0.4790 1.6753
C 0.8306 -5.3072 -2.8412
C -3.3591 -0.1912 5.4550
C -2.8326 0.1397 4.2023
C 3.9710 -6.6042 -5.9767
C 1.2290 -6.2782 -4.8110
C 0.4352 -1.2387 1.1916
C 2.5638 -3.4551 0.6582
C 1.5259 -7.1466 -7.7193
C 5.2898 -3.3885 1.4520
H 1.0060 -4.0558 -0.6661
H 1.4492 -0.8614 1.3234
H 2.2348 -2.2706 2.4662
H -0.6472 -5.6358 -5.7603
H 5.6172 -4.8555 -0.1117
H 6.3440 -3.3080 1.7210
H -2.8132 0.0990 6.3558
H 1.4731 -6.1013 -8.0499
H 0.9969 -5.1361 -1.7942
H -1.3535 -3.7471 -0.2830
H -0.4364 0.4058 2.2853
H 1.1810 -9.5197 -5.6953
H 2.4660 -9.2656 -4.4925
H -5.3018 -1.1487 2.2167
H 4.6304 -7.2020 -6.6207
H 2.8903 -9.6727 -6.1768
H 4.6265 -2.0450 3.0192
H 2.1801 -7.6931 -8.4156
H 3.9676 -5.5688 -6.3435
H -3.2297 -2.2854 0.4155
H -1.1134 -4.4080 -3.3872
H -1.8684 0.6420 4.1055
H 4.3731 -6.6040 -4.9559
H 3.2353 -4.8943 -0.8319
H 0.5202 -7.5831 -7.7832
H -6.2041 -1.8077 4.4545
H -4.9535 -1.1861 6.5304
*
```

Quick look at the Mulliken charges, all values in e:
1 Si 0.0550
2 O -0.4521
3 O -0.3024
4 C -0.6492
5 C -0.7071
6 C -0.4611
7 C -0.7907
8 C -0.3115
9 C 0.5161
10 C 0.4648
11 C -0.3749
12 C -0.9731
13 C -0.2160
14 C 0.2552
15 C -0.4783
16 C -0.3891
17 C -0.3420
18 C -0.3955
19 C -0.5802
20 C -0.2488
21 C -0.2898
22 C -0.4951
23 C -0.3500
24 C -0.9629
25 C 0.0304
26 C -0.7173
27 C 0.9114
28 C -0.9921
29 C -0.3422
30 H -0.1621
31 H 0.8152
32 H 0.7797
33 H 0.4682
34 H 0.4139
35 H 0.4040
36 H 0.3606
37 H 0.3052
38 H 0.8989
39 H 0.3915
40 H 0.4866
41 H 0.3153
42 H 0.3214
43 H 0.4307
44 H 0.3174
45 H 0.3010
46 H 0.3797
47 H 0.3027
48 H 0.3134
49 H 0.4179
50 H 0.4128
51 H 0.2629
52 H 0.2932
53 H 0.3110
54 H 0.3137
55 H 0.3588
56 H 0.3750